1.
81
Properties=species:S:1:pos:R:3:mulliken_spin:R:1 method="wB97M-V/def2-TZVPD" charge=+3 spin_multiplicity=6 lumo_ev="-9.29 / -12.28"
Ru -0.007 -0.717 -0.132 2.579
P -1.738 -0.876 1.672 0.110
P 0.697 -2.871 -0.253 -0.032
P -1.648 -1.094 -1.632 -0.074
H -1.964 3.976 1.797 0.036
C -2.569 3.406 1.073 -0.063
C -3.903 3.041 1.582 0.867
H -4.033 2.736 2.617 0.008
C -1.481 -0.044 3.306 -0.010
C -2.021 -2.622 2.196 0.076
C -3.449 -0.238 1.400 0.051
C 2.010 -3.242 -1.508 0.059
C 1.510 -3.566 1.241 0.069
C -0.475 -4.234 -0.636 0.041
C -2.459 0.516 -1.963 0.119
C -3.086 -2.227 -1.354 0.031
C -1.226 -1.667 -3.342 0.036
H -2.641 3.982 0.131 0.009
H -4.772 3.174 0.948 0.014
H -1.229 1.018 3.173 -0.003
H -0.695 -0.537 3.894 -0.001
H -2.414 -0.094 3.889 0.002
H -1.062 -3.132 2.359 -0.018
H -2.593 -3.178 1.444 0.004
H -2.585 -2.629 3.140 -0.001
H -3.501 0.856 1.526 -0.037
H -4.112 -0.695 2.152 -0.003
H -3.840 -0.477 0.407 0.006
H 2.263 -4.314 -1.501 0.000
H 2.912 -2.665 -1.268 -0.001
H 1.678 -2.961 -2.517 0.003
H 1.535 -4.664 1.166 0.002
H 0.974 -3.290 2.157 -0.009
H 2.542 -3.193 1.298 0.008
H 0.058 -5.189 -0.510 0.003
H -0.832 -4.160 -1.670 0.005
H -1.328 -4.218 0.051 -0.011
H -3.309 0.363 -2.643 0.004
H -1.743 1.206 -2.432 -0.012
H -2.826 0.964 -1.029 -0.036
H -3.924 -1.872 -1.975 -0.001
H -3.410 -2.257 -0.309 -0.002
H -2.831 -3.249 -1.668 0.002
H -2.160 -1.764 -3.918 0.001
H -0.722 -2.642 -3.320 -0.006
H -0.576 -0.943 -3.852 -0.006
C 0.962 1.406 -3.200 0.107
C 0.439 2.642 -2.786 0.022
C 0.476 3.736 -3.661 0.001
C 1.021 3.599 -4.943 0.102
C 1.512 2.353 -5.372 -0.015
C 1.467 1.261 -4.509 0.068
Se 1.217 -0.153 -2.019 0.693
H -1.962 2.464 0.820 0.166
H 0.019 2.729 -1.781 0.048
H 0.077 4.702 -3.335 0.002
H 1.054 4.453 -5.619 0.001
H 1.931 2.229 -6.372 0.001
H 1.836 0.284 -4.826 -0.001
C 1.075 1.677 1.321 0.320
N 1.572 0.275 1.111 -0.342
C 1.871 -0.331 2.455 0.113
N 2.797 0.480 3.252 0.012
C 2.243 1.838 3.416 -0.002
N 2.006 2.491 2.110 0.012
C 3.303 2.552 1.404 0.004
N 3.874 1.203 1.197 0.011
C 2.923 0.376 0.437 0.122
C 4.079 0.586 2.522 0.003
H 0.117 1.636 1.861 -0.105
H 0.940 2.154 0.338 -0.079
H 2.336 -1.312 2.292 -0.023
H 0.940 -0.449 3.016 -0.027
H 2.978 2.449 3.962 0.000
H 1.303 1.778 3.978 0.000
H 3.168 3.037 0.428 -0.001
H 3.994 3.131 2.031 0.000
H 3.350 -0.634 0.344 -0.017
H 2.803 0.843 -0.553 -0.021
H 4.766 1.214 3.101 0.000
H 4.499 -0.420 2.392 0.000

---

2.
81
Properties=species:S:1:pos:R:3:mulliken_spin:R:1 method="wB97M-V/def2-TZVPD" charge=+3 spin_multiplicity=2 lumo_ev="-9.44 / -13.08"
Ti -0.143 -0.370 0.189 0.134
P 0.305 2.053 1.617 0.019
P -2.310 0.841 -0.275 -0.009
P 2.240 0.139 -0.502 -0.007
H -0.982 -1.017 -2.480 0.003
C -0.088 -1.246 -1.859 0.018
C -0.324 -2.145 -0.771 -0.030
H -1.384 -2.357 -0.548 0.000
C 0.577 3.625 0.743 -0.003
C -0.955 2.577 2.821 0.001
C 1.752 2.023 2.729 0.001
C -3.095 0.166 -1.791 0.001
C -3.629 0.573 0.987 -0.002
C -2.555 2.649 -0.532 0.002
C 2.831 -0.811 -1.957 0.001
C 3.529 -0.467 0.682 -0.003
C 2.946 1.770 -0.949 0.004
H 0.704 -1.588 -2.578 -0.003
H 0.480 -2.773 -0.392 -0.002
H 0.649 4.410 1.501 -0.001
H -0.254 3.863 0.073 0.003
H 1.501 3.621 0.163 0.002
H -0.576 3.464 3.338 0.000
H -1.144 1.813 3.579 0.000
H -1.905 2.848 2.361 0.000
H 1.683 2.891 3.392 0.000
H 2.698 2.084 2.188 0.000
H 1.758 1.123 3.354 0.000
H -4.148 0.481 -1.781 0.001
H -3.048 -0.930 -1.812 0.000
H -2.609 0.526 -2.710 0.002
H -4.593 0.970 0.632 0.000
H -3.360 1.088 1.918 0.000
H -3.750 -0.492 1.216 0.000
H -3.588 2.846 -0.862 -0.001
H -1.861 3.030 -1.293 0.007
H -2.391 3.206 0.397 0.001
H 3.900 -0.647 -2.105 0.000
H 2.306 -0.479 -2.863 0.001
H 2.641 -1.881 -1.799 0.000
H 4.531 -0.260 0.267 0.000
H 3.426 -1.554 0.819 0.000
H 3.430 0.027 1.658 0.000
H 3.923 1.609 -1.416 0.000
H 3.095 2.386 -0.063 -0.001
H 2.312 2.305 -1.661 0.005
C 0.505 1.880 -4.833 0.086
C 0.264 0.504 -4.748 0.038
C 0.398 -0.344 -5.851 0.007
C 0.883 0.191 -7.052 0.005
C 1.190 1.557 -7.134 0.016
C 1.058 2.379 -6.018 -0.041
Se 0.078 3.091 -3.422 0.829
H -1.246 3.325 -4.029 0.000
H -0.074 0.133 -3.785 -0.068
H 0.130 -1.413 -5.812 0.001
H 1.020 -0.454 -7.926 0.000
H 1.503 1.983 -8.093 0.002
H 1.286 3.440 -6.059 -0.012
C -0.944 -0.966 3.191 0.014
N -0.431 -1.728 1.982 -0.023
C -1.326 -2.938 1.759 0.000
N -1.435 -3.799 2.964 0.002
C -1.972 -2.992 4.052 0.000
N -1.075 -1.854 4.364 0.001
C 0.254 -2.428 4.683 0.000
N 0.829 -3.167 3.563 0.000
C 0.915 -2.258 2.408 0.004
C -0.070 -4.298 3.264 0.000
H -1.930 -0.516 2.971 0.000
H -0.229 -0.164 3.453 -0.004
H -0.903 -3.584 0.979 0.001
H -2.345 -2.600 1.509 0.000
H -2.048 -3.598 4.961 0.000
H -2.957 -2.605 3.740 0.000
H 0.945 -1.636 4.993 0.000
H 0.094 -3.120 5.508 0.000
H 1.363 -2.785 1.555 0.001
H 1.550 -1.410 2.701 -0.001
H -0.110 -4.955 4.139 0.000
H 0.305 -4.862 2.396 0.000

---

3.
89
Properties=species:S:1:pos:R:3:mulliken_charge:R:1 method="wB97M-V/def2-TZVPD" smiles=CCCC[SiH2]CCCCOC.BrCCBr.BrCCBr.BrCCBr.BrCCBr.BrCCBr.BrCCBr.BrCCBr lumo_ev=0.10
C -7.595 0.815 0.646 -1.206
C -6.733 0.090 -0.451 -0.089
C -6.045 1.143 -1.352 -0.145
C -5.363 0.578 -2.650 -0.857
Si -4.405 -1.055 -2.445 0.364
C -2.565 -0.850 -2.009 -0.741
C -2.101 -1.936 -0.943 -0.319
C -1.718 -1.308 0.427 -0.139
C -0.378 -0.521 0.390 0.150
O -0.296 0.263 1.588 -0.112
C 0.127 1.590 1.307 -0.854
H -7.028 1.602 1.168 0.335
H -7.861 0.059 1.412 0.375
H -8.545 1.205 0.249 0.176
H -7.454 -0.500 -1.043 0.223
H -6.030 -0.546 0.111 0.221
H -6.851 1.823 -1.695 -0.170
H -5.325 1.785 -0.815 0.332
H -4.671 1.345 -3.052 0.363
H -6.158 0.400 -3.396 0.436
H -4.457 -1.742 -3.761 -0.271
H -5.112 -1.945 -1.504 -0.146
H -2.269 0.172 -1.711 0.433
H -1.980 -1.082 -2.924 0.368
H -1.334 -2.612 -1.345 -0.198
H -3.002 -2.557 -0.758 0.373
H -1.588 -2.134 1.150 0.175
H -2.519 -0.618 0.742 0.180
H 0.447 -1.260 0.452 -0.372
H -0.229 0.071 -0.529 0.338
H 0.962 1.615 0.578 0.345
H -0.700 2.246 0.974 0.229
H 0.515 2.005 2.256 0.210
Br -2.292 -1.508 4.781 -0.144
C -0.353 -1.326 4.749 -0.109
C 0.243 -1.547 6.115 -0.563
Br -0.019 0.002 7.267 -0.156
H -0.135 -0.343 4.340 0.280
H -0.008 -2.088 4.054 -0.107
H 1.323 -1.670 6.044 0.364
H -0.183 -2.401 6.632 0.411
Br 3.918 1.603 2.324 -0.151
C 3.149 0.039 1.453 -0.172
C 3.753 -0.197 0.096 -0.235
Br 3.047 1.050 -1.224 -0.184
H 2.073 0.194 1.417 -0.214
H 3.370 -0.794 2.116 0.311
H 3.484 -1.185 -0.273 0.010
H 4.835 -0.091 0.083 0.570
Br -10.678 -0.224 -3.470 -0.120
C -11.417 0.943 -2.097 -0.547
C -11.266 2.395 -2.468 -0.575
Br -9.437 3.006 -2.204 -0.113
H -10.920 0.689 -1.165 0.315
H -12.470 0.673 -2.028 0.344
H -11.874 3.021 -1.817 0.342
H -11.522 2.599 -3.504 0.382
Br 1.829 -3.134 2.048 -0.119
C 1.061 -4.676 1.142 -0.572
C 1.680 -4.889 -0.216 -0.649
Br 1.010 -3.583 -1.495 -0.113
H -0.011 -4.503 1.098 0.325
H 1.262 -5.527 1.791 0.432
H 1.395 -5.863 -0.611 0.424
H 2.763 -4.803 -0.220 0.350
Br 5.960 0.590 -4.344 -0.144
C 5.631 -1.233 -4.939 -0.535
C 4.680 -1.946 -4.012 -0.594
Br 5.562 -2.494 -2.363 -0.138
H 6.600 -1.720 -5.018 0.375
H 5.196 -1.136 -5.932 0.371
H 4.324 -2.870 -4.466 0.351
H 3.828 -1.335 -3.726 0.317
Br 6.405 5.873 6.874 -0.141
C 5.643 4.314 5.989 -0.588
C 6.256 4.097 4.630 -0.412
Br 5.552 5.356 3.321 -0.120
H 4.568 4.466 5.950 0.363
H 5.865 3.476 6.646 0.354
H 5.996 3.112 4.247 0.130
H 7.337 4.210 4.627 0.394
Br 11.930 1.959 -1.583 -0.143
C 10.818 1.941 -3.182 -0.587
C 9.392 1.579 -2.859 -0.508
Br 9.197 -0.331 -2.538 -0.104
H 11.283 1.254 -3.882 0.361
H 10.874 2.953 -3.579 0.361
H 8.742 1.792 -3.706 0.224
H 9.012 2.088 -1.978 0.389

---

Q: Which energy values were calculated for the entries above? A: -126371.8840; -146905.4876; -1015182.0011, in eV.